Record 1
DFT (ωB97M-V with the def2-TZVPD basis set) results for a cluster of 2 separate species, C3H6INOS in total at a distorted geometry.

```
13
Properties=species:S:1:pos:R:3
C -0.34399 -0.37883 0.61670
C -0.25943 -0.15169 -0.83783
C 0.98128 -0.05601 0.01231
N 0.83208 2.86447 -0.23726
O 1.63245 1.86233 1.87774
S 1.60803 1.74373 0.46026
I 1.61561 0.86304 -3.85399
H -0.68854 0.32459 1.25820
H -0.58467 -1.40549 0.82667
H -0.17151 -1.03786 -1.57484
H -0.63269 0.76405 -1.12949
H 1.79903 -0.74526 -0.11897
H 0.42071 2.71280 -1.16195
```

Values from the calculation:
- max |F| (eV/Å) = 3.48
- LUMO level (spin up / spin down) (eV) = -1.36 / -3.71
- M (g/mol) = 231.1
- charge = 0
- E (eV) = -25677.003
- relative energy (zero: lowest compared OMol25 entry of this formula, charge and spin) (kcal/mol) = 110.32
- HOMO-LUMO gap (spin up / spin down) (eV) = 8.824 / 4.841
- highest occupied orbital energy (spin up / spin down) (Eh) = -0.3744 / -0.3144
- spin multiplicity = 1

=====

Record 2
DFT (ωB97M-V with the def2-TZVPD basis set) results for a structure of composition C3H6IrO4 at a distorted geometry.

```
14
Properties=species:S:1:pos:R:3
O 0.37404 1.03844 0.19019
C 0.67164 -0.23507 0.48743
O 1.72665 -0.77117 0.50620
O -0.54117 -0.83377 0.54026
C -0.72424 -2.15519 0.08461
H 0.18781 -2.69339 -0.16700
H -1.45695 -2.65463 0.71422
C 1.44987 1.98996 0.01389
H 2.01183 2.05151 0.95014
H 2.08406 1.66691 -0.81678
H 0.96468 2.94121 -0.21241
O -2.69904 -0.04616 -1.11659
H -2.41354 -1.18594 -1.16202
Ir -1.63562 0.88729 -0.01215
```

Values from the calculation:
- max |F| (eV/Å) = 4.86
- LUMO level (spin up / spin down) (eV) = -10.35 / -13.50
- M (g/mol) = 298.3
- charge = +2
- E (eV) = -14208.529
- relative energy (zero: lowest compared OMol25 entry of this formula, charge and spin) (kcal/mol) = 20.37
- HOMO-LUMO gap (spin up / spin down) (eV) = 8.714 / 8.181
- highest occupied orbital energy (spin up / spin down) (Eh) = -0.7005 / -0.7966
- spin multiplicity = 6

=====

Record 3
DFT (ωB97M-V with the def2-TZVPD basis set) results for the ion C3H6N with charge +1 at a distorted geometry.

```
10
Properties=species:S:1:pos:R:3
C 1.10505 -0.14300 0.09553
C -0.00223 0.82687 -0.18146
C -0.19150 -0.13307 0.83912
N -1.05233 -0.20930 -0.42466
H 1.42673 -0.70846 -0.77434
H 1.80212 0.18429 0.80781
H 0.06608 1.83165 -0.56235
H -0.35429 -0.64713 1.75321
H -2.01747 -0.01023 -0.48440
H -0.78215 -0.99162 -1.06846
```

Values from the calculation:
- structure (SMILES) = C1[C@@H]2[NH2+][C@H]12
- max |F| (eV/Å) = 3.39
- LUMO level (eV) = -3.48
- M (g/mol) = 56.1
- charge = +1
- E (eV) = -4688.026
- relative energy (zero: lowest compared OMol25 entry of this formula, charge and spin) (kcal/mol) = 48.21
- HOMO-LUMO gap (eV) = 13.162
- highest occupied orbital energy (Eh) = -0.6117
- spin multiplicity = 1

=====

Record 4
DFT (ωB97M-V with the def2-TZVPD basis set) results for the ion C3H6N with charge +1 at a distorted geometry.

```
10
Properties=species:S:1:pos:R:3
C -1.23606 -0.67080 0.04065
C -1.31191 0.56502 -0.18723
C 1.16893 -0.03608 -0.13309
N -0.11786 0.06810 0.59111
H -1.36850 -1.77442 -0.20382
H -1.60430 1.47100 -0.79287
H 1.45802 0.99420 -0.37206
H 1.99669 -0.42087 0.54331
H 0.97423 -0.60453 -1.06343
H 0.04077 0.40838 1.57743
```

Values from the calculation:
- structure (SMILES) = C[NH+]1C=C1
- max |F| (eV/Å) = 3.46
- LUMO level (eV) = -4.26
- M (g/mol) = 56.1
- charge = +1
- E (eV) = -4687.877
- relative energy (zero: lowest compared OMol25 entry of this formula, charge and spin) (kcal/mol) = 51.66
- HOMO-LUMO gap (eV) = 12.498
- highest occupied orbital energy (Eh) = -0.6157
- spin multiplicity = 1

=====

Record 5
DFT (ωB97M-V with the def2-TZVPD basis set) results for the ion C3H6N with charge +1 at a distorted geometry.

```
10
Properties=species:S:1:pos:R:3
C 2.24021 -0.29433 0.05445
C 1.13055 0.16072 0.08488
C -0.26296 0.74952 0.00333
N -1.21218 -0.46823 -0.04337
H 3.25109 -0.65096 0.20264
H -0.35674 1.18596 -1.23242
H -0.49046 1.34209 0.88213
H -0.87885 -1.04442 -0.70773
H -2.27461 -0.12918 -0.15215
H -1.14604 -0.85117 0.90824
```

Values from the calculation:
- structure (SMILES) = C#CC[NH3+]
- max |F| (eV/Å) = 7.46
- LUMO level (eV) = -4.26
- M (g/mol) = 56.1
- charge = +1
- E (eV) = -4688.182
- relative energy (zero: lowest compared OMol25 entry of this formula, charge and spin) (kcal/mol) = 44.61
- HOMO-LUMO gap (eV) = 10.817
- highest occupied orbital energy (Eh) = -0.5541
- spin multiplicity = 1

=====

Record 6
DFT (ωB97M-V with the def2-TZVPD basis set) results for the ion C3H6N with charge +1 at a distorted geometry.

```
10
Properties=species:S:1:pos:R:3
C 0.49850 0.07564 -0.38187
C 1.20778 -0.29030 -1.51473
C -1.25916 0.33279 1.52051
N -0.49298 0.04925 0.42748
H 2.28481 -0.07171 -1.41448
H 1.01554 -1.50490 -1.55295
H 1.00562 0.24186 -2.47729
H -2.05756 -0.46162 1.75778
H -0.57798 0.28897 2.28752
H -1.62457 1.34002 1.34802
```

Values from the calculation:
- structure (SMILES) = CC#[N+]C
- max |F| (eV/Å) = 13.84
- LUMO level (eV) = -5.50
- M (g/mol) = 56.1
- charge = +1
- E (eV) = -4688.631
- relative energy (zero: lowest compared OMol25 entry of this formula, charge and spin) (kcal/mol) = 34.25
- HOMO-LUMO gap (eV) = 11.510
- highest occupied orbital energy (Eh) = -0.6251
- spin multiplicity = 1

=====

Record 7
DFT (ωB97M-V with the def2-TZVPD basis set) results for an isolated molecule of C3H6N2 at a distorted geometry.

```
11
Properties=species:S:1:pos:R:3
C 0.09246 -0.87797 -0.49214
C -0.08063 -0.27368 0.92473
C 0.29559 1.16098 0.66586
H -0.68045 -1.70491 -0.72426
H 1.09054 -1.37707 -0.59581
H 0.53964 -0.76608 1.75820
H -1.22445 -0.33840 1.25952
H 0.34842 1.92906 1.45669
H -0.51033 0.41090 -2.32255
N 0.13505 1.47779 -0.59148
N -0.00584 0.35938 -1.33874
```

Values from the calculation:
- structure (SMILES) = C1=NNCC1
- max |F| (eV/Å) = 3.66
- LUMO level (eV) = 1.12
- M (g/mol) = 70.1
- charge = 0
- E (eV) = -6186.465
- relative energy (zero: lowest compared OMol25 entry of this formula, charge and spin) (kcal/mol) = 47.96
- HOMO-LUMO gap (eV) = 9.114
- highest occupied orbital energy (Eh) = -0.2940
- spin multiplicity = 1

=====

Record 8
DFT (ωB97M-V with the def2-TZVPD basis set) results for an isolated molecule of C3H6N2 at a distorted geometry.

```
11
Properties=species:S:1:pos:R:3
C -0.97465 0.45646 1.39152
C 0.36197 -0.54099 1.08487
C 0.77829 -0.19675 -2.31216
H -1.59866 0.54926 0.51558
H -0.75675 1.67910 1.71645
H -1.52793 0.04165 2.25265
H 0.82713 -0.76581 2.14202
H -0.01934 0.01041 -3.21538
H 1.78020 -0.67420 -2.31502
N 0.86971 -0.56642 -0.08141
N 0.26002 0.00729 -1.17911
```

Values from the calculation:
- structure (SMILES) = C=N/N=C\C
- max |F| (eV/Å) = 5.40
- LUMO level (eV) = 0.36
- M (g/mol) = 70.1
- charge = 0
- E (eV) = -6184.600
- relative energy (zero: lowest compared OMol25 entry of this formula, charge and spin) (kcal/mol) = 90.98
- HOMO-LUMO gap (eV) = 9.042
- highest occupied orbital energy (Eh) = -0.3190
- spin multiplicity = 1

=====

Which of these has the highest max |F|?
number 6

=====

Which of these has the highest M?
C3H6IrO4

=====

Among the records above, which one has the highest spin multiplicity?
C3H6IrO4